(1)
DFT (ωB97M-V/def2-TZVPD) results for C22H22O12PdS4Se as an isolated structure.

Last column: Mulliken charge in e.
Atoms and positions in Å:
Pd1 -1.87 -0.45 -1.86  1.96
O1 -4.85 -0.27 -2.25  -0.68
S1 -4.63 -1.45 -1.46  1.51
O2 -5.39 -2.63 -1.82  -0.78
O3 -3.19 -1.81 -1.26  -0.82
C1 -5.16 -1.05 0.22  0.29
C2 -6.16 -1.88 0.73  -0.51
C3 -6.70 -1.67 1.99  -0.44
C4 -6.23 -0.62 2.76  -0.64
C5 -5.23 0.19 2.27  -1.00
C6 -4.67 -0.01 1.00  0.04
S2 -3.40 1.24 0.68  1.27
O4 -2.56 1.17 1.86  -0.68
O5 -4.15 2.47 0.54  -0.73
O6 -2.65 0.94 -0.55  -0.79
H1 -6.51 -2.68 0.10  0.51
H2 -7.47 -2.33 2.36  0.35
H3 -6.63 -0.44 3.75  0.35
H4 -4.84 1.01 2.87  0.42
O7 -1.02 -1.59 1.04  -0.33
S3 -0.08 -1.28 2.15  -0.18
C7 1.39 -2.31 1.75  -0.27
C8 2.80 -1.81 2.06  -1.18
C9 3.43 -1.00 0.93  0.62
C10 3.69 -1.84 -0.33  -1.13
S4 2.63 -1.36 -1.74  0.01
O8 1.33 -1.09 -1.08  -0.28
C11 3.39 0.24 -2.03  0.50
C12 2.55 1.34 -2.01  0.37
C13 3.08 2.60 -2.26  -1.01
C14 4.43 2.75 -2.54  -0.53
C15 5.26 1.64 -2.58  -0.51
C16 4.73 0.38 -2.34  -0.73
C17 0.58 0.36 1.93  0.35
C18 1.28 0.95 2.97  -0.38
C19 1.75 2.24 2.84  -0.76
C20 1.49 2.95 1.67  -0.76
C21 0.74 2.37 0.65  -0.89
C22 0.29 1.07 0.77  1.10
H5 1.23 -2.51 0.69  0.03
H6 1.18 -3.23 2.31  0.48
H7 3.43 -2.69 2.24  0.48
H8 2.81 -1.23 2.98  0.40
H9 4.37 -0.57 1.28  0.56
H10 2.78 -0.16 0.67  -0.58
H11 3.41 -2.89 -0.16  0.58
H12 4.73 -1.83 -0.65  0.42
H13 1.49 1.20 -1.84  0.40
H14 2.43 3.46 -2.25  0.46
H15 4.84 3.74 -2.73  0.36
H16 6.31 1.75 -2.82  0.36
H17 5.38 -0.49 -2.39  0.34
H18 1.43 0.40 3.90  0.54
H19 2.31 2.71 3.65  0.39
H20 1.84 3.97 1.57  0.38
H21 0.50 2.93 -0.24  0.61
H22 -0.30 0.60 0.00  -0.12
O9 1.33 -0.52 -4.07  -0.71
Se1 -0.27 -0.29 -4.09  1.38
O10 -0.73 0.87 -2.95  -0.87
O11 -1.09 -1.57 -3.35  -0.81
O12 -0.84 0.03 -5.56  -0.72

Spin multiplicity: 1
Highest occupied orbital energy: -0.122 hartree
Net charge: -2
Orbital gap: 7.288 eV
Energy: -5876.44978 Ha
ΔE to the lowest compared entry with this formula, charge and spin: 9.65 kcal per mole

(2)
DFT (ωB97M-V/def2-TZVPD) results for C22H23AsF10N3OsS as an isolated structure.

Last column: Mulliken charge in e.
Atoms and positions in Å:
Os1 -0.51 0.03 0.35  0.95
C1 -2.03 1.30 3.26  -1.22
C2 -2.39 -0.11 2.83  -0.81
N1 -2.35 -0.40 1.35  0.18
C3 -3.37 0.42 0.63  -0.64
C4 -3.18 0.30 -0.88  -0.84
C5 -2.66 -1.84 1.15  -0.89
C6 -1.38 -2.64 1.07  -0.72
N2 -0.56 -1.96 0.05  0.32
C7 0.14 -2.72 -0.84  -0.10
C8 0.38 -2.23 -2.14  0.32
F1 -0.19 -1.08 -2.50  -0.27
C9 1.07 -2.97 -3.08  0.07
F2 1.22 -2.48 -4.30  -0.26
C10 1.58 -4.22 -2.75  -0.42
C11 1.38 -4.72 -1.47  0.05
F3 1.89 -5.89 -1.13  -0.25
C12 0.67 -4.01 -0.53  0.53
F4 0.57 -4.48 0.70  -0.27
H1 -2.11 1.34 4.34  0.46
H2 -2.72 2.05 2.86  0.35
H3 -1.02 1.59 2.98  0.16
H4 -3.41 -0.35 3.16  0.49
H5 -1.72 -0.84 3.30  0.46
H6 -3.24 1.46 0.93  0.19
H7 -4.37 0.09 0.92  0.53
H8 -2.12 0.36 -1.21  0.03
H9 -3.65 1.13 -1.39  0.46
H10 -3.57 -0.63 -1.30  0.40
H11 -3.20 -1.96 0.21  0.31
H12 -3.31 -2.20 1.95  0.33
H13 -1.59 -3.67 0.80  0.72
H14 -0.83 -2.64 2.02  0.23
H15 2.13 -4.80 -3.49  0.54
C13 0.17 1.45 -2.74  -1.71
C14 1.36 1.32 -1.85  1.39
C15 2.58 1.84 -2.34  -1.11
C16 3.72 1.77 -1.61  -1.02
C17 3.66 1.19 -0.32  0.87
C18 4.79 1.12 0.53  -0.60
C19 4.70 0.60 1.81  -0.98
C20 3.47 0.14 2.27  -0.65
C21 2.35 0.19 1.44  1.32
S1 0.84 -0.30 2.03  -0.34
C22 2.43 0.70 0.11  -0.65
N3 1.29 0.73 -0.66  1.05
H16 0.16 2.45 -3.17  0.59
H17 -0.77 1.31 -2.23  -0.11
H18 0.25 0.74 -3.57  0.41
H19 2.57 2.31 -3.32  0.63
H20 4.66 2.17 -1.99  0.48
H21 5.73 1.50 0.17  0.48
H22 5.57 0.56 2.45  0.44
H23 3.37 -0.25 3.28  0.54
F5 -0.82 1.98 0.51  -0.36
As1 -1.25 4.11 0.25  1.95
F6 -0.61 4.13 1.82  -0.42
F7 -2.77 3.65 0.90  -0.43
F8 -1.56 5.73 0.03  -0.37
F9 -1.80 3.52 -1.27  -0.42
F10 0.34 4.09 -0.38  -0.43

Spin multiplicity: 2
Highest occupied orbital energy (alpha / beta): -0.561 / -0.575 hartree
Net charge: +2
Orbital gap (alpha / beta): 6.981 / 6.000 eV
Energy: -4739.21524 Ha
ΔE to the lowest compared entry with this formula, charge and spin: 1.46 kcal per mole
<S²>: 1.126

(3)
DFT (ωB97M-V/def2-TZVPD) results for C22H23Br2N4OS2V as an isolated structure.

Last column: Mulliken charge in e.
Atoms and positions in Å:
V1 0.12 0.20 -0.16  0.56
C1 -0.90 -1.54 -2.79  -1.29
C2 -1.23 -2.15 -1.48  0.86
C3 -1.92 -3.38 -1.38  -1.17
C4 -2.23 -3.93 -0.16  -0.73
C5 -1.84 -3.26 1.01  0.61
C6 -2.08 -3.67 2.36  -0.16
Br1 -2.97 -5.30 2.71  -0.14
C7 -1.67 -2.88 3.41  -0.34
C8 -1.01 -1.67 3.20  -0.30
Br2 -0.50 -0.56 4.65  -0.10
C9 -0.73 -1.23 1.91  0.76
O1 -0.14 -0.11 1.57  -0.68
C10 -1.16 -2.04 0.83  -0.05
N1 -0.85 -1.51 -0.38  0.82
H1 -1.31 -2.12 -3.61  0.45
H2 0.18 -1.48 -2.93  0.24
H3 -1.30 -0.52 -2.85  0.24
H4 -2.21 -3.88 -2.29  0.46
H5 -2.76 -4.87 -0.09  0.42
H6 -1.86 -3.21 4.42  0.49
C11 -3.07 1.85 3.06  -1.26
N2 -2.89 1.91 1.62  0.12
C12 -3.97 1.35 0.84  -1.11
C13 -1.74 2.26 1.04  0.78
S1 -1.49 1.69 -0.60  -0.50
N3 -0.84 3.05 1.61  0.24
C14 -1.17 4.08 2.58  -1.26
C15 0.53 3.12 1.11  -0.99
H7 -3.52 0.88 3.30  0.47
H8 -3.75 2.63 3.41  0.39
H9 -2.12 1.92 3.58  0.35
H10 -4.90 1.46 1.40  0.42
H11 -3.81 0.28 0.65  0.35
H12 -4.08 1.87 -0.11  0.43
H13 -2.24 4.26 2.60  0.42
H14 -0.69 5.00 2.27  0.45
H15 -0.82 3.82 3.58  0.38
H16 0.91 2.12 0.85  0.28
H17 1.16 3.52 1.91  0.48
H18 0.60 3.79 0.25  0.42
S2 4.30 -0.73 -1.17  -0.12
C16 2.67 -0.94 -0.71  -0.34
N4 1.84 0.02 -1.03  0.10
C17 2.49 1.03 -1.71  -0.23
C18 1.92 2.20 -2.23  -0.38
C19 2.75 3.12 -2.85  -0.92
C20 4.12 2.90 -2.96  -0.59
C21 4.70 1.74 -2.49  -0.53
C22 3.88 0.81 -1.87  0.89
H19 2.36 -1.84 -0.20  0.44
H20 0.85 2.36 -2.18  0.54
H21 2.32 4.02 -3.26  0.45
H22 4.74 3.65 -3.44  0.43
H23 5.76 1.56 -2.59  0.46

Spin multiplicity: 3
Highest occupied orbital energy (alpha / beta): -0.504 / -0.504 hartree
Net charge: +2
Orbital gap (alpha / beta): 6.943 / 7.221 eV
Energy: -8034.37971 Ha
ΔE to the lowest compared entry with this formula, charge and spin: 10.25 kcal per mole
<S²>: 2.017

(4)
DFT (ωB97M-V/def2-TZVPD) results for a 2-piece molecular cluster, C22H23BrN3O4S2 overall.

Last column: Mulliken charge in e.
Atoms and positions in Å:
C1 -6.69 1.18 0.57  -1.04
N1 -5.61 1.52 1.48  0.29
C2 -5.89 2.67 2.31  -1.01
C3 -4.38 0.85 1.47  -0.09
C4 -3.37 1.18 0.53  -0.20
C5 -2.10 0.65 0.65  -0.54
C6 -1.76 -0.25 1.69  0.46
C7 -0.39 -0.64 1.93  -0.58
C8 0.69 0.19 1.69  0.52
C9 1.96 -0.40 1.33  0.11
O1 2.09 -1.54 0.90  -0.57
N2 3.11 0.42 1.50  0.04
C10 4.39 -0.28 1.39  -0.97
C11 3.09 1.80 1.45  0.39
S1 4.45 2.79 1.42  -0.38
N3 1.82 2.35 1.42  0.04
C12 1.76 3.82 1.47  -1.23
C13 0.67 1.65 1.87  0.24
O2 -0.27 2.26 2.37  -0.62
C14 -2.84 -0.75 2.47  -0.91
C15 -4.10 -0.17 2.41  -0.12
H1 -6.46 0.24 0.07  0.30
H2 -7.63 1.09 1.13  0.31
H3 -6.83 1.98 -0.18  0.31
H4 -5.07 2.83 3.01  0.29
H5 -6.02 3.57 1.69  0.31
H6 -6.83 2.52 2.86  0.32
H7 -3.60 1.90 -0.26  0.40
H8 -1.33 0.95 -0.06  0.45
H9 -0.21 -1.64 2.34  0.34
H10 5.16 0.48 1.52  0.35
H11 4.46 -1.03 2.19  0.30
H12 4.49 -0.77 0.42  0.30
H13 0.73 4.14 1.50  0.36
H14 2.31 4.17 2.35  0.39
H15 2.28 4.19 0.58  0.39
H16 -2.62 -1.56 3.16  0.45
H17 -4.89 -0.47 3.09  0.44
Br1 1.46 -4.44 2.46  -0.26
C16 -0.01 -3.87 3.39  -0.77
S2 -1.10 -5.06 4.04  1.36
C17 -0.40 -6.73 4.04  -0.31
C18 -0.21 -7.45 2.85  -0.07
C19 0.21 -8.79 2.91  -0.56
C20 0.49 -9.39 4.14  -0.33
C21 0.34 -8.65 5.32  -0.51
C22 -0.08 -7.32 5.27  -0.36
O3 -1.26 -4.74 5.45  -0.77
O4 -2.27 -5.16 3.20  -0.64
H18 0.02 -2.95 3.95  0.61
H19 -0.40 -6.98 1.89  0.39
H20 0.32 -9.36 1.98  0.33
H21 0.82 -10.43 4.18  0.34
H22 0.54 -9.11 6.29  0.33
H23 -0.16 -6.74 6.19  0.39

Spin multiplicity: 1
Highest occupied orbital energy: -0.108 hartree
Net charge: -1
Orbital gap: 3.887 eV
Energy: -4687.71698 Ha
ΔE to the lowest compared entry with this formula, charge and spin: 49.77 kcal per mole